Entry 1:
{"formula": "C4H9Br2PS", "method": "ωB97M-V/def2-TZVPD", "smiles": "SP(Br)Br.C=C(C)C", "e_above_lowest_ev": 1.046, "species": ["S", "P", "Br", "Br", "H", "C", "C", "C", "C", "H", "H", "H", "H", "H", "H", "H", "H"], "xyz": [[-4.008, 1.166, 1.726], [-2.335, 0.121, 0.860], [-1.909, 1.648, -0.811], [-3.188, -1.486, -0.280], [-3.812, 0.413, 2.947], [0.411, -1.435, -0.421], [1.065, -0.280, -0.464], [1.605, 0.515, -1.652], [1.561, 0.237, 0.875], [0.258, -1.943, 0.444], [0.128, -1.937, -1.286], [2.596, 0.389, -1.447], [1.212, 1.478, -1.529], [1.253, -0.008, -2.517], [1.959, 1.201, 0.852], [0.882, 0.318, 1.578], [2.322, -0.397, 1.127]]}

Entry 2:
{"formula": "C4H9BrN", "method": "ωB97M-V/def2-TZVPD", "e_above_lowest_ev": 2.038, "total_charge": 1, "species": ["C", "C", "C", "C", "N", "Br", "H", "H", "H", "H", "H", "H", "H", "H", "H"], "xyz": [[0.617, 1.795, -0.450], [1.314, 1.235, 0.807], [-0.884, -1.822, -0.476], [-0.983, -0.778, 0.471], [0.725, 0.325, -0.214], [-2.353, 0.437, 0.224], [-0.342, 2.172, -0.174], [1.081, 2.091, -1.322], [2.306, 1.269, 1.000], [0.642, 1.325, 1.615], [-1.179, -1.707, -1.611], [-0.042, -2.383, -0.308], [-1.570, -2.696, -0.368], [-0.640, -0.922, 1.448], [1.309, -0.340, -0.641]]}

Entry 3:
{"formula": "C4H9BrN3", "method": "ωB97M-V/def2-TZVPD", "e_above_lowest_ev": 4.128, "total_charge": 1, "species": ["C", "C", "C", "C", "N", "N", "N", "Br", "H", "H", "H", "H", "H", "H", "H", "H", "H"], "xyz": [[0.312, 0.032, -0.544], [-1.251, -2.094, 1.026], [1.036, -0.627, -1.602], [0.312, 2.676, 1.837], [0.214, 0.769, 0.356], [-1.363, -1.430, -0.056], [-0.248, 1.404, 1.382], [-3.096, -1.129, -0.778], [-0.249, -2.360, 1.422], [-2.146, -2.099, 1.701], [0.785, -0.044, -2.451], [0.554, -1.723, -1.769], [2.113, -0.606, -1.282], [-0.349, 3.167, 2.460], [1.087, 2.427, 2.505], [0.540, 3.306, 0.923], [-0.908, 0.888, 1.936]]}

DFT total energy in hartree, matching the order above: -6045.36260, -2786.19433, -2895.67944